Below is a single C4H5ClO molecule, with properties calculated with ωB97M-V/def2-TZVPD.

The total charge is 0. For the energy above the lowest of the compared OMol25 structures with the same formula, charge and spin, the calculation gives 0.5754 eV. The multiplicity is 1. The HOMO-LUMO gap is 10.90 eV. As for the SMILES: O=C[C@H]1C[C@H]1Cl. As for the HOMO energy: -10.05 eV.

Each atom is followed by the atoms it is bonded to, with distances in Å.
CARTESIAN COORDINATES (ANGSTROEM)
1 C 0.771 0.623 -0.462  C2 1.469, C3 1.484, H5 1.139, Cl11 1.760
2 C 0.171 1.538 0.518  C1 1.469, C3 1.512, H6 1.114, H7 1.109
3 C -0.708 0.681 -0.365  C1 1.484, C2 1.512, C4 1.491, H8 1.068
4 C -1.471 -0.433 0.268  C3 1.491, H9 1.054, O10 1.226
5 H 1.222 1.076 -1.405  C1 1.139
6 H 0.248 2.643 0.403  C2 1.114
7 H 0.205 1.146 1.554  C2 1.109
8 H -1.232 1.146 -1.171  C3 1.068
9 H -0.961 -0.921 1.051  C4 1.054
10 O -2.593 -0.757 -0.105  C4 1.226
11 Cl 1.687 -0.794 0.039  C1 1.760